(1)
The following is a quantum chemistry calculation of an isolated molecule of C7H12N2OS at a distorted geometry, from the Open Molecules 2025 dataset.

Element x y z (Å)
C -1.187 -0.032 -2.821
C -0.581 1.160 -2.067
C -1.268 1.449 -0.729
C -1.055 0.382 0.358
C 0.421 0.286 0.840
C 1.622 -1.176 2.499
C 1.141 -0.986 0.348
H -0.718 -0.123 -3.800
H -0.988 -0.948 -2.303
H -2.283 0.088 -2.939
H -0.667 2.056 -2.691
H 0.516 0.976 -1.909
H -0.942 2.410 -0.341
H -2.329 1.578 -0.867
H -1.708 0.598 1.226
H -1.366 -0.593 -0.035
H 1.002 1.132 0.440
H 2.700 -2.539 3.518
H 2.005 -1.289 4.507
N 2.157 -1.693 3.616
N 1.808 -1.697 1.329
O 1.101 -1.314 -0.827
S 0.619 0.274 2.647

Summary:
Energy above the lowest of the compared OMol25 structures with the same formula, charge and spin, kJ/mol: 0.0
Kohn-Sham gap, Eh: 0.363
SMILES string: CCCC[C@H]1SC(N)=NC1=O
Highest occupied orbital energy, eV: -9.46

=====

(2)
The following is a quantum chemistry calculation of an isolated molecule of C7H12N2S at a distorted geometry, from the Open Molecules 2025 dataset.

Element x y z (Å)
C -2.251 -0.785 0.420
C 0.251 1.104 0.599
C -0.397 1.893 -0.507
C -2.105 -0.336 -0.807
C 1.347 -0.019 0.214
C 1.472 -1.010 1.444
C 0.989 -0.622 -2.048
N -2.319 -1.176 1.550
N 0.722 -0.722 -0.813
S -2.166 1.444 -0.868
H 0.636 1.810 1.315
H -0.553 0.463 1.076
H -0.603 2.974 -0.206
H -0.015 1.896 -1.484
H -2.009 -1.040 -1.650
H 2.299 0.551 -0.143
H 1.615 -0.410 2.274
H 2.082 -1.887 1.326
H 0.361 -1.395 1.339
H -1.578 -1.466 2.189
H 1.928 -0.155 -2.393
H 0.295 -1.110 -2.825

Summary:
Energy above the lowest of the compared OMol25 structures with the same formula, charge and spin, kJ/mol: 361.7
Kohn-Sham gap, Eh: 0.335
SMILES string: C=N[C@H](C)CCSC=C=N
Highest occupied orbital energy, eV: -8.24

=====

(3)
The following is a quantum chemistry calculation of the ion C7H12N3 with charge +1 at a distorted geometry, from the Open Molecules 2025 dataset.

Element x y z (Å)
C 2.358 -0.369 0.509
C 1.442 -1.468 0.372
C 2.428 0.863 -0.198
C 0.373 -1.608 -0.485
C 1.220 1.371 -0.644
C -1.334 -0.008 0.265
C -2.839 -0.265 0.228
N 0.251 1.662 0.254
N -1.102 1.416 0.016
N -0.601 -0.717 -0.702
H 3.334 -0.677 0.939
H 1.943 -2.420 0.566
H 3.374 1.338 -0.535
H 0.370 -2.435 -1.118
H 0.918 1.514 -1.714
H -0.774 -0.108 1.266
H -2.839 -1.409 0.369
H -3.272 0.024 -0.683
H -3.163 0.216 1.130
H 0.732 1.728 1.197
H -1.696 2.163 0.594
H -1.122 -0.811 -1.625

Summary:
Energy above the lowest of the compared OMol25 structures with the same formula, charge and spin, kJ/mol: 481.4
Kohn-Sham gap (spin up / spin down), Eh: 0.284 / 0.284
SMILES string: C[C@@H]1NN\C=C/C=C\C=[NH+]/1
Highest occupied orbital energy (spin up / spin down), eV: -12.26 / -12.26
Total charge: +1

=====

(4)
The following is a quantum chemistry calculation of the ion C7H12N3 with charge +1 at a distorted geometry, from the Open Molecules 2025 dataset.

Element x y z (Å)
C 2.561 1.323 0.037
C 1.247 1.487 0.424
C 2.910 -0.026 -0.256
C 1.985 -1.077 -0.378
C 0.290 0.459 0.414
C -0.165 -1.928 0.174
C -2.814 0.396 -0.763
N 0.686 -0.751 0.008
N -2.141 0.031 0.613
N -1.016 0.741 0.778
H 3.123 2.196 -0.078
H 0.878 2.406 0.658
H 3.905 -0.209 -0.564
H 2.184 -1.994 -0.942
H -0.433 -2.352 -0.900
H 0.390 -2.637 0.831
H -1.039 -1.686 0.745
H -1.999 0.746 -1.428
H -3.201 -0.440 -1.209
H -3.472 1.214 -0.502
H -2.807 0.331 1.308
H -1.070 1.771 1.028

Summary:
Energy above the lowest of the compared OMol25 structures with the same formula, charge and spin, kJ/mol: 307.8
Kohn-Sham gap, Eh: 0.316
SMILES string: CN/[NH+]=c1/ccccn1C
Highest occupied orbital energy, eV: -12.63
Total charge: +1

=====

(5)
The following is a quantum chemistry calculation of a structure of composition C7H12N3 at a distorted geometry, from the Open Molecules 2025 dataset.

Element x y z (Å)
C -1.321 -0.443 -0.405
C 2.308 1.171 -0.258
C -0.297 -0.640 0.664
C 0.529 0.228 -0.336
C 3.592 1.785 -0.269
C -3.246 -1.406 0.831
C -2.684 -0.971 -0.562
N -0.694 0.326 -1.203
N 1.927 0.022 -0.819
N 1.109 1.493 0.160
H -0.558 -0.183 1.584
H 0.099 -1.704 0.865
H 4.307 1.116 0.265
H 3.678 2.851 0.078
H 3.828 1.767 -1.361
H -2.545 -2.038 1.393
H -4.155 -1.884 0.677
H -3.506 -0.452 1.412
H -3.388 -0.532 -1.282
H -2.279 -2.017 -1.017
H 2.482 -0.836 -0.984
H 0.815 2.349 0.565

Summary:
Energy above the lowest of the compared OMol25 structures with the same formula, charge and spin, kJ/mol: 330.9
Kohn-Sham gap, Eh: 0.399
Highest occupied orbital energy, eV: -14.06
Total charge: +1

=====

(6)
The following is a quantum chemistry calculation of a cluster of 2 separate species, C7H12N3 in total at a distorted geometry, from the Open Molecules 2025 dataset.

Element x y z (Å)
C -1.154 -1.606 -1.949
C 0.151 0.160 -0.335
C -0.054 1.119 1.696
C 0.733 -0.202 1.817
C -1.081 2.302 -0.314
C 1.327 -1.968 0.094
C -0.371 -0.475 -2.253
N -1.787 -2.522 -1.684
N -0.348 1.204 0.260
N 0.785 -0.681 0.432
H -0.991 1.101 2.258
H 0.530 1.985 2.014
H 1.744 -0.060 2.207
H 0.220 -0.944 2.436
H -2.026 1.959 -0.738
H -1.294 3.026 0.467
H -0.495 2.793 -1.093
H 1.739 -1.954 -0.913
H 0.556 -2.742 0.146
H 2.124 -2.215 0.793
H -0.903 0.383 -2.638
H 0.593 -0.664 -2.704

Summary:
Energy above the lowest of the compared OMol25 structures with the same formula, charge and spin, kJ/mol: 313.6
Kohn-Sham gap, Eh: 0.340
Highest occupied orbital energy, eV: -13.66
Total charge: +1

=====

> Which of these has the highest energy above the lowest of the compared OMol25 structures with the same formula, charge and spin?

number 3

=====

> Among the records above, which one has the highest energy above the lowest of the compared OMol25 structures with the same formula, charge and spin?

number 3

=====

> Number 5 is which compound?

C7H12N3